#A
C5H13NO3 | ωB97M-V/def2-TZVPD

LUMO energy ... 0.65 eV

Each line ends with the natural charge from an NBO analysis.
Element x y z (Å)
1 C 0.8309 0.1590 1.7213  -0.648
2 C 1.4451 0.4006 0.3449  0.434
3 C 0.9964 -0.8657 -0.6745  -0.672
4 N 2.8715 0.4581 0.4551  -0.851
5 O 1.0348 1.5990 -0.2193  -0.750
6 H 1.1614 0.9461 2.3952  0.225
7 H -0.2541 0.1852 1.6628  0.208
8 H 1.1570 -0.7988 2.1169  0.206
9 H 1.5110 -1.7390 -0.2735  0.192
10 H 1.4112 -0.6155 -1.6505  0.209
11 H -0.0357 -1.1924 -0.7559  0.190
12 H 3.2883 -0.4558 0.5416  0.360
13 H 3.2637 0.9594 -0.3348  0.374
14 H 0.0826 1.7398 -0.0003  0.502
15 C -2.8058 -0.7759 -0.1548  -0.731
16 C -2.0100 0.3718 -0.7054  0.823
17 O -1.6764 1.3477 -0.0621  -0.639
18 O -1.8713 0.3165 -2.0343  -0.673
19 H -2.2778 -1.2088 0.6938  0.246
20 H -3.7648 -0.3985 0.2038  0.253
21 H -2.9690 -1.5328 -0.9182  0.237
22 H -1.3888 1.1002 -2.3517  0.505

=====

#B
C5H13NO3 | ωB97M-V/def2-TZVPD

LUMO energy ... 0.64 eV

Each line ends with the natural charge from an NBO analysis.
Element x y z (Å)
1 C 1.4497 1.1972 2.2986  -0.646
2 C 0.8742 0.0276 1.5172  0.122
3 O -0.4569 -0.1475 1.7386  -0.797
4 C 1.2795 0.3045 -0.1509  -0.114
5 O 0.8130 1.5456 -0.6091  -0.739
6 H 1.0811 2.1319 1.8818  0.218
7 H 1.1368 1.1234 3.3397  0.215
8 H 2.5331 1.1924 2.2585  0.203
9 H 1.3970 -0.9140 1.7357  0.149
10 H -1.0781 0.3555 0.9902  0.498
11 H 1.1550 -0.5253 -0.8580  0.145
12 H 2.3618 0.4087 -0.0454  0.176
13 H -0.1542 1.5495 -0.5616  0.484
14 C -1.3359 -0.5103 -2.5322  -0.714
15 C -1.4521 -0.5646 -1.0368  0.717
16 N -1.4467 -1.7806 -0.4499  -0.790
17 O -1.7404 0.4552 -0.3670  -0.684
18 H -2.2481 -0.0896 -2.9373  0.253
19 H -0.5103 0.1298 -2.8226  0.259
20 H -1.2108 -1.5016 -2.9797  0.216
21 H -1.1443 -2.5927 -0.9613  0.395
22 H -1.3036 -1.7951 0.5514  0.435

=====

Question: of the structures shown, which is the least stable? Reply: #B.